DFT (ωB97M-V/def2-TZVPD) results for a molecular structure, C23H52BeF6NO25S2 in a non-equilibrium geometry.

Cartesian coordinates (Å):
Be  0.464  -5.679  -1.758
C  -0.493  -0.567  0.959
F  -0.534  0.707  1.163
F  0.233  -1.236  1.979
F  -1.810  -1.044  1.015
S  0.328  -1.013  -0.818
O  -0.762  -1.424  -1.644
O  0.972  0.230  -1.397
N  1.432  -2.326  -0.435
S  2.916  -1.640  -0.436
O  3.604  -1.916  -1.723
O  2.984  -0.302  0.177
C  3.785  -2.715  0.881
F  3.844  -4.008  0.481
F  5.106  -2.243  0.836
F  3.262  -2.687  2.102
O  -2.525  -4.847  -3.276
H  -3.282  -5.339  -3.594
H  -2.764  -3.929  -3.405
O  1.636  -6.982  1.482
H  1.078  -6.799  2.239
H  2.500  -7.153  1.857
O  3.590  -7.552  -2.370
H  4.193  -7.748  -3.086
H  3.846  -8.152  -1.669
O  6.002  -2.385  -6.195
H  5.168  -2.498  -5.739
H  5.757  -2.207  -7.103
C  -2.406  2.934  -5.928
C  -3.701  3.087  -5.074
C  -4.212  1.853  -4.504
O  -4.593  2.108  -3.168
C  -4.131  3.365  -2.827
O  -3.900  3.767  -1.694
O  -3.575  3.952  -3.968
H  -2.533  2.221  -6.743
H  -1.498  2.695  -5.375
H  -2.249  3.917  -6.373
H  -4.555  3.350  -5.699
H  -3.480  1.048  -4.556
H  -5.094  1.425  -4.981
C  1.964  4.384  5.006
C  2.395  3.049  5.594
C  2.760  2.068  4.410
O  4.082  2.455  4.046
C  4.705  2.849  5.174
O  5.932  3.037  5.168
O  3.694  3.171  6.142
H  1.828  5.240  5.668
H  1.001  4.362  4.496
H  2.605  4.738  4.199
H  1.748  2.749  6.418
H  2.142  2.058  3.513
H  2.817  1.008  4.658
C  1.235  5.897  -1.171
C  1.006  7.357  -1.532
C  -0.224  7.698  -2.333
O  -0.707  8.950  -1.771
C  0.048  9.156  -0.625
O  -0.069  10.165  0.084
O  0.934  8.147  -0.358
H  0.326  5.521  -0.701
H  2.035  5.759  -0.443
H  1.586  5.292  -2.007
H  1.818  7.780  -2.124
H  -0.987  6.920  -2.369
H  -0.015  7.869  -3.389
C  -9.012  0.976  0.300
C  -8.157  0.460  1.422
C  -7.488  1.619  2.116
O  -8.049  1.572  3.415
C  -8.887  0.529  3.602
O  -9.492  0.204  4.633
O  -8.879  -0.196  2.422
H  -8.451  1.293  -0.579
H  -9.709  1.800  0.453
H  -9.718  0.251  -0.105
H  -7.468  -0.174  0.863
H  -7.860  2.448  1.514
H  -6.401  1.545  2.080
C  0.994  -2.678  -6.196
O  1.258  -3.761  -5.285
H  1.911  -2.104  -6.327
H  0.680  -3.006  -7.187
H  0.444  -1.799  -5.859
H  1.312  -4.554  -5.824
C  6.890  -3.783  5.810
O  7.615  -4.670  6.569
H  5.854  -3.712  6.139
H  7.439  -2.841  5.820
H  6.756  -3.999  4.750
H  8.566  -4.538  6.563
C  -0.346  -5.056  6.168
O  -0.214  -4.351  4.971
H  0.586  -4.938  6.721
H  -1.202  -4.678  6.726
H  -0.497  -6.099  5.891
H  0.091  -3.451  5.105
C  -3.154  -6.027  1.505
O  -2.133  -4.991  1.305
H  -3.740  -6.416  0.672
H  -2.592  -6.848  1.949
H  -3.880  -5.673  2.238
H  -1.800  -4.606  2.119
C  5.262  2.133  -3.516
O  4.157  1.736  -4.354
H  6.063  2.552  -4.126
H  5.109  3.040  -2.931
H  5.576  1.221  -3.010
H  3.308  1.619  -3.922

Summary:
F_max ... 5.062 eV Å⁻¹
Net charge ... +1
2S+1 ... 1

DFT (ωB97M-V/def2-TZVPD) results for 2 unconnected molecules or ions with the total composition C2H9N2O in a non-equilibrium geometry.

Cartesian coordinates (Å):
C  -2.487  0.361  0.924
C  1.449  -0.123  -0.581
N  0.472  -0.759  0.077
N  2.616  -0.526  -0.980
O  1.163  1.137  -0.945
H  -2.657  -0.322  0.076
H  -1.405  0.612  0.953
H  -2.871  0.016  1.864
H  0.552  -1.726  0.515
H  -0.226  -0.111  0.457
H  3.335  -1.191  -0.527
H  -3.085  1.308  0.639
H  2.951  0.045  -1.672
H  0.193  1.278  -0.799

Summary:
F_max ... 4.096 eV Å⁻¹
Net charge ... +1
Energy relative to the best compared isomer or geometry (same formula, charge and spin) ... 34.62 kcal/mol
2S+1 ... 1

no.,E_tot (a.u.),M (g/mol)
1,-4252.8351,929.8
2,-266.0965,77.1